Entry 1:
A structure of composition C16H21ClN6O4OsS, computed with ωB97M-V/def2-TZVPD.

Geometry as ORCA input:
```
! RIJCOSX wB97M-V def2-TZVPD def2/J DEFGRID3
* xyz 0 1
Os -0.06 -0.56 -1.69
O -3.51 -0.19 1.30
Cl -3.09 0.38 0.08
O -3.42 1.79 0.03
O -3.65 -0.28 -1.06
O -1.61 0.29 0.00
C -0.43 4.51 0.16
N 0.27 3.24 0.00
C 1.22 2.85 1.03
C -0.08 2.35 -0.95
N 0.65 1.31 -1.24
N -1.25 2.60 -1.61
C -1.86 1.77 -2.55
N -3.05 2.26 -3.00
N -1.31 0.69 -2.97
H 0.25 5.21 0.64
H -1.32 4.40 0.79
H -0.70 4.92 -0.81
H 0.99 3.42 1.93
H 2.25 3.07 0.74
H 1.11 1.79 1.26
H 1.53 1.32 -0.74
H -1.93 3.11 -1.06
H -3.54 2.85 -2.35
H -3.66 1.55 -3.38
H -1.86 0.20 -3.67
S 0.74 -1.56 -3.35
C 4.84 -2.06 0.59
C 4.41 -1.07 -0.27
C 3.06 -0.89 -0.54
C 2.10 -1.70 0.08
C 2.54 -2.73 0.92
C 3.89 -2.89 1.17
N 0.73 -1.53 -0.19
C -0.18 -2.15 0.70
C -0.15 -1.84 2.06
C -1.09 -2.38 2.92
C -2.08 -3.23 2.43
C -2.11 -3.54 1.08
C -1.15 -3.01 0.22
H 5.89 -2.20 0.79
H 5.13 -0.43 -0.77
H 2.76 -0.16 -1.27
H 1.83 -3.39 1.38
H 4.21 -3.69 1.83
H 0.61 -1.16 2.44
H -1.07 -2.13 3.97
H -2.83 -3.63 3.09
H -2.87 -4.19 0.68
H -1.15 -3.27 -0.84
*
```

Values from the calculation:
HOMO (spin up / spin down), hartree: -0.269 / -0.257
Frontier orbital gap (spin up / spin down), eV: 6.518 / 6.339


Entry 2:
A structure of composition C16H24BKO20, computed with ωB97M-V/def2-TZVPD.

Geometry as ORCA input:
```
! RIJCOSX wB97M-V def2-TZVPD def2/J DEFGRID3
* xyz 0 1
K -0.07 1.16 0.93
O -4.86 7.97 0.45
C -3.59 7.99 0.46
O -2.77 9.07 0.52
B -1.32 8.58 0.49
O -1.40 7.16 0.33
C -2.68 6.77 0.34
O -3.07 5.59 0.35
O -0.35 8.91 1.56
C 0.74 9.54 1.08
O 1.74 9.95 1.67
C 0.44 9.76 -0.45
O -0.76 9.19 -0.74
O 1.12 10.40 -1.23
C 3.80 -9.39 -5.08
O 3.21 -8.45 -4.16
C 2.96 -7.24 -4.47
O 3.10 -6.68 -5.55
O 2.50 -6.66 -3.33
C 2.55 -5.25 -3.24
H 4.08 -10.27 -4.50
H 4.55 -8.93 -5.72
H 3.06 -9.61 -5.85
H 3.53 -4.80 -3.39
H 2.19 -4.97 -2.25
H 1.83 -4.83 -3.95
C 0.61 -0.42 9.43
O 1.81 0.16 8.76
C 1.65 0.56 7.45
O 0.65 0.48 6.77
O 2.72 1.29 7.10
C 3.77 1.66 7.96
H -0.01 0.35 9.89
H 0.94 -1.11 10.21
H 0.02 -0.99 8.70
H 4.37 0.82 8.31
H 3.34 2.12 8.85
H 4.53 2.23 7.42
C 0.79 4.60 -6.28
O 0.72 3.34 -6.90
C 0.01 2.29 -6.38
O -0.26 2.15 -5.18
O -0.04 1.34 -7.27
C -0.76 0.11 -7.09
H 0.79 4.68 -5.20
H -0.04 5.23 -6.61
H 1.72 5.13 -6.48
H -1.56 -0.02 -7.83
H -1.10 0.03 -6.06
H -0.06 -0.68 -7.35
C -2.80 -5.71 4.06
O -3.71 -5.82 2.94
C -3.69 -4.88 1.96
O -2.83 -3.96 1.81
O -4.66 -5.18 1.11
C -4.87 -4.58 -0.15
H -3.26 -4.93 4.66
H -1.77 -5.51 3.76
H -2.89 -6.61 4.67
H -4.64 -3.55 0.10
H -5.90 -4.77 -0.46
H -4.11 -4.83 -0.89
*
```

Values from the calculation:
HOMO, hartree: -0.318
Frontier orbital gap, eV: 6.295


Entry 3:
A structure of composition C51H41I4IrN5O2Si, computed with ωB97M-V/def2-TZVPD.

Geometry as ORCA input:
```
! RIJCOSX wB97M-V def2-TZVPD def2/J DEFGRID3
* xyz 0 2
Ir -0.20 0.66 0.63
I 3.34 -2.22 9.31
C 2.62 -1.65 7.40
C 3.29 -2.09 6.27
C 2.81 -1.71 5.02
C 1.69 -0.90 4.90
C 1.03 -0.49 6.06
C 1.49 -0.86 7.30
C 1.19 -0.49 3.58
C 2.04 0.14 2.68
C 3.45 0.35 2.85
C 3.91 0.92 1.70
C 2.78 1.14 0.87
C 2.83 1.86 -0.33
C 4.17 2.17 -0.86
C 4.71 1.38 -1.88
C 6.00 1.59 -2.33
C 6.76 2.60 -1.77
I 8.75 2.90 -2.41
C 6.22 3.43 -0.79
C 4.94 3.20 -0.34
C 1.71 2.38 -0.96
N 0.41 2.17 -0.56
C -0.37 3.00 -1.29
C -1.78 3.01 -1.30
C -2.40 4.22 -1.87
C -2.17 5.42 -1.20
C -2.71 6.60 -1.67
C -3.48 6.58 -2.82
I -4.30 8.39 -3.55
C -3.72 5.40 -3.50
C -3.18 4.22 -3.02
C -2.57 2.00 -0.76
C -3.99 1.88 -0.94
C -4.39 0.79 -0.22
C -3.23 0.29 0.45
N -2.13 1.01 0.07
C -3.24 -0.64 1.50
C -2.14 -0.91 2.34
C -2.16 -1.81 3.44
C -0.93 -1.73 4.05
C -0.16 -0.81 3.30
N -0.90 -0.34 2.24
C -4.50 -1.31 1.84
C -5.05 -1.15 3.12
C -6.19 -1.84 3.49
C -6.79 -2.69 2.59
I -8.50 -3.80 3.17
C -6.29 -2.84 1.30
C -5.16 -2.14 0.94
C 0.44 3.77 -2.18
C 1.73 3.35 -2.00
N 1.66 0.66 1.47
H 4.15 -2.72 6.35
H 3.30 -2.08 4.13
H 0.15 0.14 5.97
H 0.97 -0.53 8.19
H 4.03 0.08 3.72
H 4.93 1.18 1.46
H 4.11 0.59 -2.30
H 6.41 0.96 -3.10
H 6.80 4.24 -0.39
H 4.53 3.83 0.44
H -1.56 5.42 -0.31
H -2.53 7.53 -1.15
H -4.30 5.40 -4.41
H -3.33 3.29 -3.55
H -4.60 2.52 -1.54
H -5.38 0.40 -0.12
H -2.97 -2.45 3.73
H -0.59 -2.28 4.90
H -4.57 -0.49 3.82
H -6.58 -1.73 4.49
H -6.76 -3.52 0.61
H -4.75 -2.27 -0.06
H 0.07 4.50 -2.88
H 2.61 3.69 -2.51
N -1.12 -2.56 -0.20
C -1.03 -2.84 -1.61
C -1.49 -1.65 -2.44
C -0.44 -0.48 -2.44
O -0.38 0.19 -3.46
O 0.23 -0.39 -1.39
H -0.65 -3.26 0.36
H -2.07 -2.45 0.12
H -1.63 -3.71 -1.92
H 0.02 -3.06 -1.85
H -2.41 -1.23 -2.03
H -1.65 -1.93 -3.48
C 5.38 -1.87 0.76
Si 4.03 -2.89 -0.14
C 3.94 -4.64 0.60
C 4.54 -3.02 -1.98
C 2.37 -2.10 0.06
H 6.36 -2.35 0.72
H 5.12 -1.73 1.81
H 5.47 -0.89 0.31
H 4.92 -5.11 0.65
H 3.30 -5.28 0.00
H 3.53 -4.62 1.61
H 5.61 -3.14 -2.09
H 4.24 -2.14 -2.54
H 4.07 -3.88 -2.46
H 1.98 -1.34 -0.59
H 1.69 -2.38 0.85
*
```

Values from the calculation:
HOMO (spin up / spin down), hartree: -0.278 / -0.275
Frontier orbital gap (spin up / spin down), eV: 5.768 / 5.571


Entry 4:
An isolated molecule of C4H10S2, computed with ωB97M-V/def2-TZVPD.

Geometry as ORCA input:
```
! RIJCOSX wB97M-V def2-TZVPD def2/J DEFGRID3
* xyz 0 1
C 1.93 1.72 1.78
C 1.40 0.31 1.14
S -0.49 0.36 1.26
C -1.13 -1.06 0.16
S -0.27 -1.20 -1.54
C -0.76 0.42 -2.44
H 1.57 1.80 2.77
H 2.99 1.75 1.63
H 1.55 2.71 1.28
H 1.72 -0.50 1.86
H 1.76 -0.10 0.22
H -1.40 -1.86 0.85
H -2.23 -0.75 -0.07
H -1.77 0.69 -2.22
H -0.59 0.25 -3.50
H -0.09 1.17 -2.07
*
```

Values from the calculation:
HOMO, hartree: -0.311
Frontier orbital gap, eV: 9.319


What did we get for molar mass? Answer: 619.1; 586.3; 1483.8; 122.3 g/mol, in the order shown.
What did we get for DFT total energy? Answer: -2200.61408; -2753.79520; -3976.90229; -954.71418 a.u., in the order shown.
What did we get for relative energy (zero: lowest compared OMol25 entry of this formula, charge and spin)? Answer: 0.0; 518.0; 215.4; 182.2 kJ/mol, in the order shown.